{"formula": "C47H40BrCl4GeN4O10S2Ti", "method": "the ωB97M-V functional and the def2-TZVPD basis", "elements": ["Ti", "O", "C", "O", "C", "C", "Cl", "N", "N", "C", "C", "O", "O", "C", "C", "C", "C", "C", "C", "H", "H", "H", "H", "H", "H", "N", "S", "C", "C", "C", "C", "C", "C", "C", "C", "C", "C", "C", "C", "H", "H", "H", "H", "H", "H", "H", "H", "H", "H", "H", "Cl", "Ge", "Cl", "Cl", "C", "C", "C", "C", "C", "C", "C", "S", "O", "O", "N", "C", "C", "C", "O", "O", "H", "H", "H", "H", "H", "H", "H", "H", "H", "H", "H", "H", "C", "C", "C", "C", "C", "C", "C", "H", "H", "H", "H", "H", "H", "H", "Br", "C", "C", "C", "C", "C", "C", "C", "O", "O", "H", "H", "H", "H"], "xyz": [[0.68156, 0.18249, -0.19179], [-0.47717, -3.44219, -5.04399], [-1.30053, -2.47619, -5.38525], [-1.77342, -2.40458, -6.49787], [-1.65464, -1.45846, -4.34179], [-2.57172, -0.44748, -4.55125], [-3.49135, -0.11778, -5.94784], [-2.62751, 0.32445, -3.43653], [-1.75182, -0.11885, -2.51338], [-1.15761, -1.18194, -3.02802], [-0.12119, -1.93095, -2.19336], [0.34955, -2.98186, -2.65098], [0.14718, -1.45989, -1.04555], [-3.40204, 1.49893, -3.14081], [-2.89734, 2.38371, -2.19882], [-3.61746, 3.51945, -1.86963], [-4.83490, 3.78081, -2.48363], [-5.33692, 2.88209, -3.41081], [-4.63342, 1.72943, -3.73336], [-0.11827, -3.32497, -4.10107], [-1.95967, 2.17276, -1.71593], [-3.21791, 4.19899, -1.12814], [-5.39144, 4.67441, -2.23236], [-6.29715, 3.06048, -3.87814], [-5.05415, 1.02119, -4.42813], [-1.22131, 0.34422, 0.68136], [-2.03881, -1.03902, 0.84455], [-2.57010, -1.08681, 2.56061], [-2.26361, -0.03326, 3.39988], [-2.66992, -0.10650, 4.72715], [-3.36437, -1.21491, 5.18537], [-3.63889, -2.27755, 4.32899], [-3.23128, -2.22335, 3.00745], [-3.67922, -0.79705, 0.16136], [-4.13286, -1.76944, -0.71434], [-5.42410, -1.68104, -1.22205], [-6.24196, -0.62917, -0.84272], [-5.77468, 0.34435, 0.03465], [-4.48865, 0.26538, 0.53873], [-1.83352, 1.13644, 0.51609], [-1.65571, 0.79942, 3.06040], [-2.40713, 0.70169, 5.39796], [-3.66938, -1.26876, 6.22317], [-4.14828, -3.15828, 4.69841], [-3.39687, -3.05824, 2.33714], [-3.48146, -2.59318, -0.98211], [-5.78445, -2.43556, -1.90924], [-7.24860, -0.55974, -1.23583], [-6.41521, 1.16523, 0.32818], [-4.12758, 1.00371, 1.24522], [0.71754, -1.55568, 1.98462], [1.16932, -3.58803, 0.80939], [1.93111, -4.70141, 2.72467], [-1.00978, -4.39765, 0.88297], [3.88091, -5.31426, -2.71329], [4.63084, -4.64707, -1.59543], [4.55856, -5.15650, -0.29979], [5.18321, -4.51557, 0.75191], [5.89963, -3.34910, 0.50718], [5.98896, -2.82649, -0.77221], [5.35846, -3.48550, -1.81728], [6.63533, -2.50003, 1.86368], [7.38762, -3.44512, 2.64770], [7.28135, -1.33374, 1.33089], [5.39420, -2.03460, 2.82810], [4.11635, -1.55620, 2.25941], [4.24505, -0.24013, 1.50007], [3.03241, -0.03275, 0.63104], [2.72503, -0.84523, -0.27983], [2.26515, 0.94936, 0.85817], [2.82874, -5.02622, -2.67156], [3.93077, -6.40064, -2.63018], [4.27134, -5.01796, -3.68644], [3.98031, -6.05208, -0.10646], [5.09089, -4.90424, 1.75684], [6.53833, -1.90974, -0.93193], [5.40904, -3.07233, -2.81747], [5.23048, -2.80534, 3.46677], [3.45134, -1.42367, 3.11051], [3.67488, -2.31775, 1.61300], [5.13394, -0.25211, 0.86618], [4.31455, 0.59550, 2.19477], [0.47579, 1.84922, 3.66301], [0.80257, 2.88760, 4.50687], [0.96882, 4.25359, 4.05793], [1.28312, 5.28246, 4.91194], [1.46384, 5.08968, 6.28937], [1.31757, 3.77685, 6.75937], [1.00694, 2.72598, 5.93008], [0.35709, 1.99895, 2.59563], [0.39586, 0.83498, 4.03644], [0.84567, 4.45123, 2.99697], [1.39876, 6.28355, 4.50170], [1.71708, 5.90752, 6.95158], [1.45834, 3.57926, 7.81988], [0.91075, 1.72593, 6.34327], [0.29852, 6.48822, -5.89125], [0.43351, 5.10348, -4.59967], [0.77771, 3.82707, -5.01651], [0.88075, 2.82093, -4.06641], [0.63064, 3.10046, -2.72998], [0.28531, 4.38471, -2.32928], [0.18778, 5.40066, -3.26810], [0.70522, 2.00608, -1.71502], [0.27712, 2.18049, -0.54446], [1.16583, 0.87548, -2.02625], [0.95863, 3.62259, -6.06222], [1.14351, 1.81047, -4.35122], [0.09985, 4.57573, -1.27991], [-0.07521, 6.40646, -2.97172]], "forces_ev_per_a": [[0.62, -0.69, 2.19], [0.22, -0.03, 0.23], [-0.13, 0.11, 0.06], [0.04, -0.07, 0.04], [0.23, 0.13, 0.03], [-0.07, -0.09, -0.02], [0.10, -0.01, -0.08], [0.02, 0.10, 0.05], [0.09, -0.22, -0.04], [-0.02, 0.00, 0.10], [-0.14, -0.26, -0.23], [-0.19, 0.35, -0.06], [-0.52, -1.07, -1.24], [0.20, -0.35, 0.00], [-0.04, 0.07, 0.03], [-0.03, -0.01, -0.02], [0.02, 0.02, 0.02], [-0.01, -0.06, 0.05], [-0.18, 0.03, 0.01], [-0.14, 0.06, -0.02], [0.18, -0.02, 0.06], [0.01, 0.01, 0.00], [0.00, 0.00, 0.00], [0.01, 0.00, -0.01], [-0.02, 0.05, 0.08], [-0.44, -0.08, -0.55], [-0.08, 0.42, 0.47], [0.04, -0.06, 0.04], [-0.01, -0.10, -0.04], [-0.01, 0.02, 0.02], [0.00, -0.02, 0.00], [0.01, 0.02, 0.00], [-0.01, 0.01, -0.03], [0.12, -0.05, -0.10], [0.01, -0.02, -0.06], [0.05, 0.00, 0.01], [-0.02, 0.06, -0.06], [0.01, 0.03, -0.08], [0.01, 0.01, 0.03], [0.07, 0.09, 0.25], [-0.02, 0.05, 0.03], [0.02, 0.02, -0.01], [0.00, 0.00, 0.01], [0.00, -0.01, 0.00], [0.00, -0.01, 0.00], [0.02, 0.00, -0.01], [-0.01, -0.01, 0.00], [-0.01, 0.00, 0.01], [-0.02, 0.02, 0.00], [0.01, 0.00, 0.01], [0.04, -0.22, 0.01], [0.07, -0.04, 0.02], [0.01, 0.04, -0.05], [-0.03, 0.00, 0.01], [-0.03, 0.02, 0.03], [-0.01, -0.03, -0.02], [-0.03, -0.02, 0.02], [0.01, 0.04, -0.05], [-0.06, -0.06, -0.07], [-0.05, -0.03, 0.05], [0.01, 0.05, 0.00], [0.07, 0.06, -0.03], [0.02, 0.06, 0.01], [0.04, -0.02, -0.01], [-0.12, -0.21, 0.07], [0.10, 0.05, -0.03], [0.09, 0.09, 0.05], [0.07, -0.01, -0.07], [-0.10, 0.13, 0.09], [0.19, 0.25, 0.11], [-0.04, 0.02, -0.02], [0.01, 0.00, -0.01], [0.00, 0.00, -0.01], [-0.02, 0.01, 0.00], [0.00, -0.01, 0.04], [0.00, 0.02, -0.01], [0.00, 0.01, 0.00], [-0.02, 0.09, 0.12], [-0.06, -0.03, -0.04], [0.04, -0.01, -0.04], [-0.05, -0.01, -0.02], [0.08, 0.00, -0.03], [-0.22, 0.00, 0.09], [-0.02, 0.23, 0.11], [-0.01, -0.15, -0.02], [0.01, 0.07, 0.05], [-0.02, -0.07, -0.04], [0.01, 0.06, 0.05], [-0.03, -0.04, -0.13], [0.13, 0.04, 0.02], [0.09, -0.03, 0.02], [0.01, 0.03, -0.01], [-0.01, 0.01, -0.03], [0.01, 0.02, 0.01], [0.00, -0.03, 0.01], [0.01, -0.01, 0.03], [-0.01, 0.04, -0.04], [0.01, -0.05, 0.04], [-0.02, -0.01, 0.07], [-0.05, 0.06, -0.06], [0.01, -0.13, 0.19], [0.00, 0.04, -0.06], [0.01, -0.05, 0.01], [0.11, 0.43, -0.40], [-0.43, 0.63, -0.20], [0.17, 0.25, -1.00], [0.00, 0.01, -0.01], [0.02, 0.00, 0.01], [0.00, -0.01, 0.00], [0.00, 0.00, -0.01]], "mulliken_spin": [0.99, 0.00, 0.00, 0.00, 0.00, 0.00, 0.00, 0.00, 0.00, 0.01, -0.01, 0.00, -0.03, 0.00, 0.00, 0.00, 0.00, 0.00, 0.00, 0.00, 0.01, 0.00, 0.00, 0.00, 0.00, 0.01, 0.00, 0.00, 0.00, 0.00, 0.00, 0.00, 0.00, 0.00, 0.00, 0.00, 0.00, 0.00, 0.00, 0.02, 0.00, 0.00, 0.00, 0.00, 0.00, 0.00, 0.00, 0.00, 0.00, 0.00, -0.01, 0.00, 0.00, 0.00, 0.00, 0.00, 0.00, 0.00, 0.00, 0.00, 0.00, 0.00, 0.00, 0.00, 0.00, 0.00, 0.01, 0.01, 0.00, -0.01, 0.00, 0.00, 0.00, 0.00, 0.00, 0.00, 0.00, 0.00, 0.00, 0.00, 0.00, 0.00, 0.00, 0.00, 0.00, 0.00, 0.00, 0.00, 0.00, 0.00, 0.00, 0.00, 0.00, 0.00, 0.00, 0.00, 0.00, 0.01, 0.00, 0.01, 0.01, 0.01, 0.00, -0.01, -0.02, -0.03, 0.00, 0.00, 0.00, 0.00], "charge": -2, "gap_ev": 3.02, "multiplicity": 2}